(1)
This record from the OMol25 dataset describes a structure of composition CH2AuClO4S. The level of theory is the ωB97M-V functional and the def2-TZVPD basis.

Values from the calculation:
Kohn-Sham gap   6.248 eV
Electronic energy   -36310.01391 eV
Molecular weight   342.5 g mol⁻¹
HOMO   -0.029 Ha

ORCA input file:
```
! wB97M-V def2-TZVPD RIJCOSX def2/J DEFGRID3
* xyz -2 1
Au 0.41203 0.58929 0.24711
Cl 3.02962 1.32311 2.24332
C 2.23590 0.12810 0.99638
H 2.23626 -0.80151 1.56466
H 3.01946 0.06459 0.24180
O -3.42509 0.13984 -1.77579
S -2.21228 -0.30867 -1.07757
O -2.53146 -1.09715 0.12456
O -1.48067 0.98837 -0.59648
O -1.28377 -1.02596 -1.96801
*
```

(2)
This record from the OMol25 dataset describes an isolated molecule of C4H7NO. The level of theory is the ωB97M-V functional and the def2-TZVPD basis.

Values from the calculation:
Energy relative to the best compared isomer or geometry (same formula, charge and spin)   62.3 kcal per mole
Kohn-Sham gap   10.372 eV
Electronic energy   -7796.94387 eV
Molecular weight   85.1 g mol⁻¹
HOMO   -0.343 Ha
SMILES   O[C@H]1C[C@H]2N[C@@H]12

ORCA input file:
```
! wB97M-V def2-TZVPD RIJCOSX def2/J DEFGRID3
* xyz 0 1
O -0.42323 -1.91804 0.90870
C -0.64519 -0.57409 0.59800
C 0.34947 0.55575 1.04309
C 0.31811 1.05457 -0.39664
N 0.94511 -0.02710 -1.16446
C -0.49890 -0.09994 -0.84185
H 0.22806 -2.25071 0.27834
H -1.64251 -0.32445 0.97452
H 1.33959 0.20392 1.34395
H -0.06338 1.23337 1.79349
H 0.29187 2.07760 -0.75664
H 1.01682 0.28579 -2.13303
H -1.21582 -0.21668 -1.64748
*
```

(3)
This record from the OMol25 dataset describes a structure of composition C27H21Cl5CrO6S2. The level of theory is the ωB97M-V functional and the def2-TZVPD basis.

Values from the calculation:
Energy relative to the best compared isomer or geometry (same formula, charge and spin)   19.0 kcal per mole
Kohn-Sham gap (alpha / beta)   7.383 / 7.167 eV
Electronic energy   -153331.12657 eV
Molecular weight   734.9 g mol⁻¹
HOMO (alpha / beta)   -0.193 / -0.185 Ha
⟨S²⟩   0.771

ORCA input file:
```
! wB97M-V def2-TZVPD RIJCOSX def2/J DEFGRID3
* xyz -1 2
Cr -1.17299 -0.02862 -1.00829
O -3.11885 -1.53874 1.82509
S -2.13605 -0.66961 1.23225
O -1.35126 0.09865 2.17625
O -2.70624 0.25799 0.16599
O -1.17679 -1.48000 0.32026
Cl 2.10753 2.59005 -6.84309
C 1.07668 2.27133 -5.49608
C 1.37056 1.23558 -4.61504
Cl 2.75433 0.23504 -4.86036
C 0.54730 1.01119 -3.53135
Cl 0.82018 -0.26818 -2.39903
C -0.58864 1.79303 -3.23430
O -1.31728 1.56508 -2.19980
C -0.87702 2.81529 -4.16491
Cl -2.29915 3.74413 -3.89013
C -0.06232 3.04751 -5.26591
Cl -0.46062 4.30804 -6.37191
C -1.99941 -1.26439 -2.48384
C -3.39178 -1.62564 -2.09678
C -3.65621 -2.68663 -1.22790
C -4.95193 -2.98263 -0.83759
C -6.01969 -2.23799 -1.32131
C -5.77517 -1.19167 -2.20041
C -4.47708 -0.89250 -2.58324
H -1.97868 -0.74462 -3.44187
H -1.36328 -2.14915 -2.52545
H -2.83013 -3.25736 -0.82276
H -5.12805 -3.79008 -0.13720
H -7.03148 -2.46842 -1.00911
H -6.60181 -0.60482 -2.58436
H -4.28815 -0.06452 -3.25957
O 0.86232 0.45559 0.40480
S 1.44843 -0.76640 1.06940
C 3.20713 -0.80331 0.41080
C 3.99332 0.43907 0.65934
C 4.89651 0.53251 1.71887
C 5.57699 1.71458 1.97157
C 5.37201 2.82222 1.15886
C 4.49389 2.73323 0.08802
C 3.80628 1.55324 -0.15658
C 1.87826 -0.28416 2.78716
C 0.80883 -0.63812 3.79061
C 0.12732 -1.85033 3.72517
C -0.85620 -2.15420 4.65045
C -1.15125 -1.26426 5.67366
C -0.46699 -0.06212 5.75410
C 0.50325 0.25030 4.81148
H 3.04893 -0.96773 -0.65299
H 3.65424 -1.69441 0.85708
H 5.08454 -0.33329 2.34364
H 6.27245 1.76645 2.79996
H 5.90012 3.74613 1.36073
H 4.35034 3.58704 -0.56298
H 3.11250 1.49001 -0.98690
H 2.07505 0.78725 2.75801
H 2.79404 -0.83076 3.01350
H 0.31346 -2.53149 2.90229
H -1.41130 -3.07832 4.55212
H -1.92986 -1.49731 6.38889
H -0.69717 0.64616 6.54052
H 1.01601 1.20507 4.86023
*
```